The following is a quantum chemistry calculation of a structure of composition C40H32Cl2MoN4O3P2STe, from the Open Molecules 2025 dataset.

```
! wB97M-V def2-TZVPD RIJCOSX def2/J DEFGRID3
* xyz 2 3
Mo -0.8817 0.7439 0.7700
Te -0.9909 3.6574 -2.2000
C -0.7857 2.8734 -4.1459
C -1.8938 2.4936 -4.8888
C -1.6836 1.8588 -6.1093
N -0.4796 1.5903 -6.6048
C 0.5759 1.9956 -5.8996
C 0.4793 2.6402 -4.6747
C -0.4447 1.7785 -1.3747
P -1.4763 0.3780 -1.4876
C -3.0994 0.6027 -2.1987
C -3.9416 1.6062 -1.7145
C -5.1950 1.7873 -2.2722
C -5.6194 0.9602 -3.3067
C -4.7959 -0.0546 -3.7721
C -3.5370 -0.2392 -3.2209
C -0.6970 -1.0802 -2.1723
C -0.4211 -2.1774 -1.3647
C 0.2510 -3.2745 -1.8860
C 0.6205 -3.2792 -3.2235
C 0.3330 -2.1898 -4.0394
C -0.3103 -1.0826 -3.5150
P 0.9940 1.5103 -0.3913
C 2.1546 0.2457 -0.9252
C 2.7482 -0.5545 0.0485
C 3.6939 -1.5029 -0.3109
C 4.0384 -1.6592 -1.6468
C 3.4399 -0.8720 -2.6233
C 2.5009 0.0819 -2.2649
C 1.9461 3.0150 -0.1627
C 3.2617 3.0703 -0.6247
C 4.0020 4.2348 -0.4808
C 3.4437 5.3464 0.1302
C 2.1358 5.2985 0.5967
C 1.3935 4.1408 0.4491
H -2.9023 2.6617 -4.5323
H -2.5318 1.5438 -6.7079
H 1.5497 1.7989 -6.3357
H 1.3747 2.9593 -4.1554
H -3.6122 2.2657 -0.9233
H -5.8418 2.5715 -1.9026
H -6.5995 1.1018 -3.7427
H -5.1310 -0.7085 -4.5658
H -2.9090 -1.0376 -3.5902
H -0.7375 -2.2039 -0.3254
H 0.4757 -4.1257 -1.2577
H 1.1329 -4.1375 -3.6378
H 0.6178 -2.2014 -5.0835
H -0.5076 -0.2224 -4.1460
H 2.4906 -0.4292 1.0957
H 4.1656 -2.1138 0.4472
H 4.7798 -2.3950 -1.9293
H 3.7122 -0.9981 -3.6631
H 2.0337 0.6976 -3.0248
H 3.7225 2.2079 -1.0858
H 5.0212 4.2658 -0.8414
H 4.0277 6.2496 0.2471
H 1.6972 6.1654 1.0723
H 0.3693 4.1418 0.7967
Cl -1.4447 2.8584 1.9426
C -3.0286 2.3965 2.6836
Cl -3.6947 1.0548 1.7597
H -3.6800 3.2592 2.6101
H -2.8414 2.0930 3.7064
O 2.9128 -4.1510 9.4191
S 3.0694 -3.8910 8.0091
O 3.5776 -2.5764 7.6911
O 3.9309 -4.9115 7.4186
C 1.4315 -4.0082 7.2567
N 0.6531 -4.9617 7.7430
C -0.5523 -5.0555 7.1989
C -0.9691 -4.2139 6.1706
C -0.0556 -3.2652 5.7428
N 1.1522 -3.1554 6.2958
C -0.3367 -2.2823 4.6595
C 0.4167 -1.1106 4.6021
C 0.1887 -0.2115 3.5850
N -0.7464 -0.4174 2.6388
C -1.4862 -1.5381 2.7037
C -1.3063 -2.4929 3.6821
H -1.2072 -5.8226 7.5946
H -1.9636 -4.3031 5.7584
H 1.1873 -0.9227 5.3364
H 0.7668 0.7005 3.5042
H -2.2245 -1.6816 1.9233
H -1.9069 -3.3913 3.6630
*
```

For the molar mass, the calculation gives 1005.2 g mol⁻¹. The total energy is -117690.5317 eV. Its HOMO energy (spin up / spin down) is -12.89 / -12.87 eV. As for the expectation value of S²: 2.034. The energy relative to the best compared isomer or geometry (same formula, charge and spin) comes out at 2.095 eV.

Atomic partial charges in e from the Löwdin method, atoms 1 to 8: Mo 0.79; Te 1.32; C -0.55; C -0.12; C -0.13; N 0.08; C -0.14; C -0.14